No. 1
C21H47OP3ScSe | ωB97M-V/def2-TZVPD

```
74
C21H47OP3ScSe ωB97M-V/def2-TZVPD
Sc 0.213 0.534 0.686
P -2.417 0.846 0.869
P -0.250 -1.933 1.934
P -0.017 1.609 -1.771
H 3.123 -2.135 -0.468
C 2.857 -1.106 -0.761
C 1.903 -0.361 -0.042
H 1.860 -0.688 1.090
C -3.727 -0.063 -0.036
C -3.041 0.572 2.576
C -2.985 2.567 0.525
C 1.027 -3.255 1.936
C -0.239 -1.562 3.747
C -1.697 -3.065 1.861
C 1.390 1.592 -2.943
C -0.102 3.399 -1.378
C -1.422 1.439 -2.925
H 3.604 -0.559 -1.383
H 2.146 0.724 -0.292
H -4.704 0.255 0.355
H -3.593 -1.141 0.102
H -3.660 0.149 -1.107
H -4.103 0.869 2.606
H -2.473 1.163 3.309
H -2.944 -0.486 2.861
H -3.933 2.743 1.058
H -3.130 2.734 -0.551
H -2.242 3.300 0.862
H 0.776 -4.013 2.691
H 1.999 -2.824 2.185
H 1.072 -3.723 0.947
H -0.351 -2.491 4.328
H -1.061 -0.885 4.012
H 0.706 -1.075 4.023
H -1.639 -3.836 2.653
H -1.706 -3.547 0.872
H -2.635 -2.505 1.966
H 1.206 2.380 -3.684
H 1.490 0.636 -3.462
H 2.328 1.786 -2.409
H 0.377 3.960 -2.194
H 0.421 3.618 -0.434
H -1.148 3.715 -1.257
H -1.201 1.976 -3.863
H -2.333 1.842 -2.461
H -1.619 0.375 -3.129
C 0.286 -3.212 -3.450
C 1.627 -3.467 -3.122
C 2.525 -3.878 -4.123
C 2.029 -4.011 -5.431
C 0.654 -3.860 -5.730
C -0.233 -3.550 -4.708
Se -0.872 -1.980 -2.511
H -0.189 -0.907 -3.381
H 1.945 -3.257 -2.111
H 3.576 -4.099 -3.942
H 2.679 -4.259 -6.261
H 0.256 -3.968 -6.745
H -1.300 -3.436 -4.939
C 2.539 3.605 1.837
C 2.137 2.156 1.915
O 0.681 1.969 2.076
C 0.020 2.736 3.142
C 0.205 2.129 4.489
H 2.015 4.127 1.033
H 3.596 3.596 1.580
H 2.423 4.197 2.753
H 2.448 1.715 0.968
H 2.628 1.576 2.702
H -1.020 2.802 2.828
H 0.470 3.725 3.100
H 1.252 2.201 4.794
H -0.357 2.723 5.203
H -0.143 1.099 4.529
```

Calculated values
ΔE to the lowest compared entry with this formula, charge and spin in kJ/mol: 105.6
Highest occupied orbital energy in eV: -15.99
Net charge: +3
E_LUMO in Ha: -0.4003

=====

No. 2
C26H36BrFN4ORh | ωB97M-V/def2-TZVPD

```
70
C26H36BrFN4ORh ωB97M-V/def2-TZVPD
Rh 0.273 -0.160 -0.188
C -1.300 5.672 5.031
C 0.011 4.871 4.998
C 1.206 5.838 5.027
C 0.072 3.983 6.240
C 0.062 4.068 3.709
C 0.152 2.669 3.700
C 0.195 1.997 2.514
Br 0.322 0.120 2.555
C 0.150 2.672 1.231
O 0.192 2.030 0.152
C 0.054 4.125 1.251
C 0.018 4.742 2.476
C -0.016 5.006 -0.003
C 0.035 4.274 -1.348
C 1.168 5.987 0.031
C -1.335 5.795 0.042
H -1.348 6.252 5.954
H -2.167 5.011 5.001
H -1.375 6.370 4.197
H 1.181 6.418 5.950
H 1.185 6.541 4.194
H 2.152 5.296 4.993
H 0.031 4.611 7.130
H 1.001 3.411 6.289
H -0.769 3.290 6.291
H 0.186 2.120 4.629
H -0.053 5.820 2.505
H 0.963 3.720 -1.481
H -0.024 5.028 -2.135
H -0.796 3.584 -1.476
H 2.120 5.454 0.014
H 1.154 6.626 0.914
H 1.128 6.636 -0.846
H -2.195 5.123 0.032
H -1.401 6.443 -0.833
H -1.409 6.427 0.927
F 0.816 -2.161 -4.826
C 1.321 -1.699 -3.676
C 1.480 -0.327 -3.518
C 1.986 0.146 -2.328
C 2.306 -0.746 -1.249
C 2.747 -0.257 -0.009
C 2.165 -2.155 -1.497
C 1.676 -2.618 -2.689
H 1.223 0.339 -4.330
H 2.123 1.209 -2.170
H 2.976 0.793 0.112
H 3.070 -0.941 0.762
H 2.445 -2.850 -0.716
H 1.562 -3.675 -2.887
C -5.997 -2.668 0.008
C -5.720 -2.223 -1.423
C -4.733 -3.156 -2.118
C -5.266 -0.765 -1.489
N -3.996 -0.532 -0.796
C -2.740 -0.664 -1.219
N -1.942 -0.380 -0.213
N -2.738 -0.065 0.832
N -3.961 -0.147 0.488
H -6.382 -3.687 0.019
H -6.727 -2.024 0.498
H -5.085 -2.656 0.609
H -6.660 -2.239 -1.982
H -3.795 -3.224 -1.561
H -4.509 -2.832 -3.136
H -5.139 -4.165 -2.176
H -5.981 -0.097 -1.013
H -5.123 -0.441 -2.520
H -2.450 -0.960 -2.212
```

Calculated values
Multiplicity: 5
⟨S²⟩: 6.076
Highest occupied orbital energy (alpha / beta) in eV: -9.50 / -11.45
Net charge: +1
E_LUMO (alpha / beta) in Ha: -0.0711 / -0.1771

=====

No. 3
C17H21N5O2 | ωB97M-V/def2-TZVPD

```
45
C17H21N5O2 ωB97M-V/def2-TZVPD
O -2.560 -2.940 0.552
C -1.788 -2.518 -0.278
N -1.035 -1.447 0.075
C -0.096 -0.831 -0.796
O -0.638 0.494 -1.051
C -0.413 1.447 -0.086
C -0.905 2.800 -0.169
N -0.450 3.504 0.845
N 0.325 2.672 1.594
C 1.021 3.068 2.837
C 2.513 2.769 2.865
C 3.036 1.716 3.671
C 4.378 1.490 3.745
C 5.245 2.266 3.018
C 4.754 3.307 2.199
C 3.386 3.574 2.143
C 0.362 1.404 1.053
N 0.043 -1.429 -2.123
C -1.077 -2.243 -2.698
C -2.256 -1.350 -3.166
N -3.375 -2.195 -3.603
C -3.904 -3.096 -2.563
C -2.791 -4.047 -2.083
C -1.564 -3.241 -1.626
H -1.416 -0.861 0.833
H 0.934 -0.785 -0.354
H -1.514 3.189 -0.952
H 0.881 4.135 3.085
H 0.481 2.540 3.622
H 2.372 1.064 4.251
H 4.787 0.790 4.467
H 6.321 2.064 3.123
H 5.425 3.930 1.639
H 3.039 4.424 1.533
H 0.948 0.589 1.457
H 0.406 -0.768 -2.808
H -0.735 -2.798 -3.592
H -2.615 -0.683 -2.370
H -1.989 -0.744 -4.036
H -4.103 -1.644 -4.012
H -4.320 -2.552 -1.718
H -4.691 -3.684 -3.036
H -3.144 -4.658 -1.233
H -2.480 -4.748 -2.875
H -0.798 -3.976 -1.380
```

Calculated values
ΔE to the lowest compared entry with this formula, charge and spin in kJ/mol: 341.1
Highest occupied orbital energy in eV: -8.49
SMILES: O=C1N[C@H](Oc2cnn(Cc3ccccc3)c2)N[C@@H]2CNCC[C@H]12
E_LUMO in Ha: 0.0251